1.
Formula: C16H22BClO2Ru
Source: the Open Molecules 2025 dataset
Level of theory: the ωB97M-V functional and the def2-TZVPD basis

Its spin multiplicity is 5. The value obtained for the highest occupied orbital energy (spin up / spin down) is -7.45 / -7.98 eV. As for the net charge: 0. The gap between HOMO and LUMO (spin up / spin down) is 8.08 / 6.22 eV. The expectation value of S² is 6.04. The lowest unoccupied orbital energy (spin up / spin down) comes out at 0.02312 / -0.06481 Eh.

Last column: Mulliken spin population.
Atoms and positions in Å:
C1 0.523 -2.780 1.171  0.134
C2 1.570 -1.854 0.727  -0.021
C3 1.258 -1.462 -0.617  0.305
H1 2.465 -1.572 1.272  0.004
C4 -0.028 -1.971 -0.959  -0.087
C5 -0.458 -2.861 0.099  0.013
H2 -1.305 -3.550 0.047  0.002
H3 0.515 -3.334 2.098  0.019
H4 1.911 -0.895 -1.280  0.000
H5 -0.529 -1.853 -1.926  0.007
Ru1 -0.445 -0.938 1.067  2.628
Cl1 -0.362 0.412 2.860  0.182
C6 0.141 2.511 -0.409  0.180
C7 0.017 1.691 -1.582  0.126
C8 1.273 1.701 -2.261  0.370
H6 -0.860 1.104 -1.840  0.013
C9 2.189 2.469 -1.481  -0.100
C10 1.492 2.999 -0.344  0.372
H7 1.964 3.587 0.453  0.011
H8 -0.655 2.645 0.335  0.022
H9 1.518 1.179 -3.180  0.013
H10 3.209 2.703 -1.775  0.004
C11 -5.423 -1.786 1.633  0.000
C12 -4.638 -0.873 0.705  0.003
C13 -5.283 -0.852 -0.681  0.001
O1 -3.336 -1.490 0.572  0.034
B1 -2.391 -0.470 0.651  -0.094
O2 -2.974 0.808 0.687  -0.126
C14 -4.299 0.585 1.229  -0.017
C15 -5.233 1.702 0.795  0.000
C16 -4.220 0.704 2.756  0.008
H11 -5.442 -2.791 1.189  0.000
H12 -6.460 -1.464 1.791  0.000
H13 -4.926 -1.869 2.606  0.000
H14 -5.193 -1.851 -1.125  0.001
H15 -6.354 -0.595 -0.642  0.000
H16 -4.775 -0.143 -1.349  -0.001
H17 -6.253 1.548 1.190  0.000
H18 -4.884 2.660 1.215  0.000
H19 -5.304 1.813 -0.291  0.000
H20 -3.491 0.018 3.222  -0.006
H21 -3.907 1.726 3.022  0.000
H22 -5.217 0.558 3.200  0.000

2.
Formula: C28H29NOP2Pd
Source: the Open Molecules 2025 dataset
Level of theory: the ωB97M-V functional and the def2-TZVPD basis

Its spin multiplicity is 5. The value obtained for the highest occupied orbital energy (spin up / spin down) is -10.98 / -13.13 eV. As for the net charge: +2. The gap between HOMO and LUMO (spin up / spin down) is 4.68 / 3.29 eV. The expectation value of S² is 6.09. The lowest unoccupied orbital energy (spin up / spin down) comes out at -0.23143 / -0.36173 Eh. As for the energy relative to the best compared isomer or geometry (same formula, charge and spin): 1.729 eV.

Last column: Mulliken spin population.
Atoms and positions in Å:
C1 -2.573 2.663 -3.266  0.127
C2 -2.184 1.373 -2.910  0.122
C3 -0.809 1.021 -3.173  0.110
C4 0.183 2.069 -3.006  -0.043
C5 -0.281 3.413 -3.013  0.189
C6 -1.613 3.697 -3.295  0.020
C7 1.506 1.669 -2.785  0.449
C8 1.799 0.311 -2.625  -0.021
C9 0.717 -0.637 -2.837  0.092
C10 0.865 -1.948 -2.260  0.087
C11 2.154 -2.469 -2.208  0.143
C12 3.256 -1.590 -2.157  -0.007
C13 3.052 -0.214 -2.202  0.159
H1 -3.633 2.888 -3.413  0.012
H2 0.427 4.206 -2.761  0.004
H3 -1.952 4.725 -3.458  0.004
H4 2.312 2.410 -2.734  0.017
H5 2.294 -3.549 -2.099  0.010
H6 4.256 -2.013 -2.004  0.005
H7 3.831 0.491 -1.894  0.003
N1 -0.427 -0.247 -3.448  0.510
Pd1 -1.172 -0.196 1.264  0.714
C14 -3.104 0.435 -2.157  0.021
H8 -2.910 -0.599 -2.466  0.006
H9 -4.136 0.732 -2.395  0.011
C15 -0.307 -2.663 -1.636  0.000
H10 -1.212 -2.477 -2.227  0.004
H11 -0.054 -3.732 -1.617  0.019
P1 -3.003 0.501 -0.246  0.154
P2 -0.691 -2.246 0.193  0.213
C16 0.783 -2.880 1.021  0.030
H12 0.496 -3.305 1.992  0.001
H13 1.298 -3.653 0.431  0.007
H14 1.448 -2.024 1.203  0.009
C17 -2.034 -3.392 0.607  0.006
H15 -1.704 -4.437 0.561  0.010
H16 -2.393 -3.178 1.620  -0.003
H17 -2.878 -3.251 -0.080  0.003
C18 -3.427 2.240 0.069  0.034
H18 -4.420 2.490 -0.331  0.009
H19 -3.421 2.421 1.151  0.009
H20 -2.675 2.885 -0.401  0.001
C19 -4.484 -0.404 0.287  -0.005
H21 -4.476 -0.509 1.377  -0.001
H22 -5.399 0.125 -0.007  0.004
H23 -4.489 -1.409 -0.148  0.000
C20 -2.117 -0.623 2.929  0.042
O1 -2.644 -0.841 3.927  0.025
H24 -0.236 1.103 1.869  -0.034
C21 0.672 0.436 1.829  0.095
C22 1.901 0.333 2.105  0.241
C23 2.961 0.635 3.006  0.105
C24 3.022 1.904 3.612  0.092
C25 3.843 2.098 4.714  -0.026
C26 4.654 1.064 5.198  0.151
C27 4.669 -0.157 4.515  -0.019
C28 3.852 -0.371 3.410  0.080
H25 2.351 2.691 3.269  0.000
H26 3.842 3.057 5.220  0.002
H27 5.272 1.217 6.089  0.002
H28 5.313 -0.951 4.875  0.001
H29 3.830 -1.339 2.914  -0.002

3.
Formula: C30H36IrN2O4Te
Source: the Open Molecules 2025 dataset
Level of theory: the ωB97M-V functional and the def2-TZVPD basis

Its spin multiplicity is 2. The value obtained for the highest occupied orbital energy (spin up / spin down) is -7.23 / -7.18 eV. As for the net charge: 0. The gap between HOMO and LUMO (spin up / spin down) is 6.80 / 5.86 eV. The expectation value of S² is 0.77. The lowest unoccupied orbital energy (spin up / spin down) comes out at -0.01586 / -0.04835 Eh. As for the energy relative to the best compared isomer or geometry (same formula, charge and spin): 0.000 eV.

Last column: Mulliken spin population.
Atoms and positions in Å:
Ir1 0.185 0.663 1.234  0.487
O1 -1.286 0.987 2.666  0.137
C1 -2.457 0.384 2.683  0.030
C2 -3.553 1.087 3.220  0.001
C3 -4.796 0.501 3.312  -0.006
C4 -5.015 -0.809 2.884  0.012
C5 -3.960 -1.515 2.353  -0.007
C6 -2.691 -0.939 2.223  -0.004
C7 -1.603 -1.743 1.735  -0.018
N1 -0.451 -1.259 1.470  -0.001
N2 0.573 -2.187 1.249  0.018
C8 1.713 -1.595 1.425  0.009
O2 1.812 -0.322 1.746  0.003
C9 2.979 -2.330 1.264  -0.007
C10 2.980 -3.721 1.187  0.000
C11 4.174 -4.399 1.012  0.001
C12 5.367 -3.695 0.914  -0.001
C13 5.365 -2.309 0.988  0.002
C14 4.173 -1.624 1.164  0.000
H1 -3.384 2.095 3.574  -0.001
H2 -5.619 1.072 3.725  -0.001
H3 -5.990 -1.264 2.982  0.001
H4 -4.099 -2.538 2.023  0.000
H5 -1.718 -2.820 1.643  0.000
H6 2.042 -4.254 1.262  0.000
H7 4.177 -5.480 0.956  0.000
H8 6.300 -4.227 0.776  0.000
H9 6.294 -1.760 0.908  0.000
H10 4.155 -0.545 1.217  0.004
C15 -2.264 -3.408 -5.665  0.000
C16 -1.618 -2.618 -4.561  0.010
C17 -2.140 -1.402 -4.143  -0.006
C18 -1.526 -0.640 -3.155  -0.017
C19 -2.155 0.668 -2.769  0.015
C20 -0.343 -1.109 -2.567  0.026
Te1 0.837 0.163 -1.336  0.226
C21 0.165 -2.366 -2.928  -0.027
C22 1.383 -2.985 -2.293  0.023
C23 -0.474 -3.087 -3.933  0.001
H11 -3.194 -2.944 -5.994  0.000
H12 -2.488 -4.426 -5.343  0.001
H13 -1.601 -3.479 -6.529  0.001
H14 -3.054 -1.033 -4.598  0.000
H15 -3.111 0.793 -3.278  0.000
H16 -1.504 1.502 -3.041  -0.002
H17 -2.316 0.736 -1.694  -0.005
H18 1.513 -2.668 -1.261  -0.014
H19 2.292 -2.714 -2.835  0.000
H20 1.298 -4.072 -2.314  0.000
H21 -0.070 -4.052 -4.220  0.000
C24 3.436 3.146 0.360  0.007
C25 2.138 3.129 1.165  0.010
C26 1.435 4.478 1.056  0.004
C27 2.422 2.809 2.628  -0.001
O3 1.324 2.139 0.563  0.101
H22 4.179 3.799 0.823  0.001
H23 3.250 3.495 -0.657  -0.001
H24 3.844 2.136 0.302  -0.004
H25 2.061 5.278 1.458  0.002
H26 0.507 4.465 1.624  -0.001
H27 1.214 4.705 0.010  0.001
H28 2.984 3.617 3.101  0.000
H29 2.991 1.882 2.721  -0.001
H30 1.484 2.682 3.177  0.000
C28 -1.968 3.735 -1.041  0.000
C29 -1.644 3.029 0.243  0.004
C30 -1.790 3.781 1.525  0.002
O4 -1.355 1.840 0.178  -0.011
H31 -1.824 4.810 -0.958  0.000
H32 -3.015 3.547 -1.293  0.001
H33 -1.348 3.316 -1.831  0.000
H34 -2.854 3.723 1.781  -0.001
H35 -1.539 4.831 1.399  0.000
H36 -1.229 3.316 2.329  0.001

4.
Formula: C3H4N4O
Source: the Open Molecules 2025 dataset
Level of theory: the ωB97M-V functional and the def2-TZVPD basis

Its spin multiplicity is 1. The value obtained for the highest occupied orbital energy is -8.58 eV. As for the net charge: 0. The gap between HOMO and LUMO is 7.89 eV. Its SMILES is [H]/N=C1\NC=N\C1=N/O. The lowest unoccupied orbital energy comes out at -0.02526 Eh. As for the energy relative to the best compared isomer or geometry (same formula, charge and spin): 3.834 eV.

Last column: Löwdin charge in e.
Atoms and positions in Å:
C1 0.709 -0.326 -0.119  -0.382
C2 -0.405 1.493 0.071  -0.054
C3 -0.732 -0.781 -0.148  -0.342
H1 2.486 0.636 0.168  0.116
H2 -0.863 2.515 -0.161  0.151
H3 -2.396 0.752 0.001  0.191
H4 -1.968 -2.329 0.347  0.046
N1 1.788 -1.009 -0.171  0.056
N2 0.843 0.979 -0.020  0.070
N3 -1.360 0.440 -0.081  0.060
N4 -1.025 -2.041 0.055  0.135
O1 2.923 -0.329 0.060  -0.048

5.
Formula: C5H7NO4S2
Source: the Open Molecules 2025 dataset
Level of theory: the ωB97M-V functional and the def2-TZVPD basis

Its spin multiplicity is 3. The value obtained for the highest occupied orbital energy (spin up / spin down) is -5.44 / -9.26 eV. As for the net charge: 0. The gap between HOMO and LUMO (spin up / spin down) is 5.13 / 4.83 eV. The expectation value of S² is 2.01. The lowest unoccupied orbital energy (spin up / spin down) comes out at -0.01146 / -0.16269 Eh. As for the energy relative to the best compared isomer or geometry (same formula, charge and spin): 3.017 eV.

Last column: Mulliken spin population.
Atoms and positions in Å:
C1 -0.622 -1.129 1.190  0.211
C2 -1.562 -1.290 0.289  0.188
C3 0.648 -1.541 -0.834  0.000
C4 0.716 -1.005 0.615  0.000
C5 0.651 1.800 -0.375  0.056
N1 1.720 -1.809 1.350  0.295
O1 1.722 -1.574 2.568  0.317
O2 2.390 -2.627 0.794  0.293
O3 2.789 0.416 -0.028  0.029
O4 1.536 1.277 2.020  0.066
S1 -1.099 -1.497 -1.382  0.377
S2 1.595 0.704 0.716  0.096
H1 -0.585 -1.055 2.268  0.002
H2 -2.578 -1.236 0.350  0.009
H3 1.409 -1.240 -1.525  0.012
H4 1.058 -2.572 -0.905  0.043
H5 1.558 2.241 -0.948  0.004
H6 0.030 1.109 -1.057  0.000
H7 -0.166 2.488 -0.001  0.000